A cluster of 2 separate species, C5H11O2 in total in a non-equilibrium geometry, computed with ωB97M-V/def2-TZVPD.

Last column: natural (NBO) charge in e.
Positions of all 18 atoms, in Å:
C (-0.499, 0.109, -2.001)  -0.5964
C (0.716, -0.096, -2.955)  -0.6092
H (-0.145, 0.341, -1.005)  0.2489
H (-1.264, 0.788, -2.357)  0.1964
H (-0.984, -0.872, -1.907)  0.1792
H (1.243, -0.941, -2.517)  0.1949
H (1.325, 0.781, -3.127)  0.2008
H (0.308, -0.525, -3.877)  0.1786
C (0.522, -0.034, 1.925)  -0.5355
C (-0.618, -0.958, 2.361)  -0.6277
C (0.022, 1.417, 1.458)  0.7751
O (0.849, 2.309, 1.757)  -0.7910
O (-1.060, 1.464, 0.856)  -0.7855
H (1.241, 0.162, 2.719)  0.1974
H (1.103, -0.488, 1.112)  0.1822
H (-0.807, -0.821, 3.436)  0.1807
H (-0.416, -2.021, 2.245)  0.1758
H (-1.536, -0.614, 1.879)  0.2352

Its HOMO energy is -3.84 eV. As for the strongest force on any atom: 2.1 eV Å⁻¹. The net charge is -1. The spin multiplicity is 1. The frontier orbital gap is 7.715 eV. The energy above the lowest of the compared OMol25 structures with the same formula, charge and spin is 9.4 kcal per mole.